(1)
Formula: C4H3I
Source: the Open Molecules 2025 dataset
Level of theory: the ωB97M-V functional and the def2-TZVPD basis

LUMO level = 0.7 eV
Calculated total energy = -451.75793 hartree
Energy above the lowest of the compared OMol25 structures with the same formula, charge and spin = 1.539 eV
E_HOMO = -9.64 eV

Atoms and positions in Å:
C 1.69753 2.24221 0.40950
C 1.36033 1.23099 -0.16448
C 0.72542 -0.96942 -1.29692
C 0.97906 0.11186 -0.83733
I -2.90712 -0.02050 -0.04742
H 2.11758 2.97572 0.97144
H 0.46218 -1.85105 -1.92082
H -2.73662 -1.02729 -1.23438

Force components x, y, z for each atom (eV/Å):
-0.889 -2.751 -1.517
0.344 1.747 0.714
-0.520 -1.095 -1.492
-0.031 -0.927 0.004
-0.145 0.568 0.676
0.725 1.806 1.139
0.413 1.198 1.129
0.102 -0.545 -0.652

=====

(2)
Formula: C4H3I
Source: the Open Molecules 2025 dataset
Level of theory: the ωB97M-V functional and the def2-TZVPD basis

LUMO level = 0.2 eV
Calculated total energy = -451.71366 hartree
Energy above the lowest of the compared OMol25 structures with the same formula, charge and spin = 2.744 eV
E_HOMO = -9.11 eV

Atoms and positions in Å:
C -0.34522 0.84911 -0.22420
C -1.51626 0.27440 -0.02519
C 0.04084 -0.56263 -0.28467
C -0.12187 -1.22814 0.89255
I 0.23864 -3.22957 1.03768
H 0.24404 1.61355 -0.57853
H 0.50176 -0.90651 -1.15131
H -0.53698 -0.52442 1.70654

Force components x, y, z for each atom (eV/Å):
-2.284 -1.887 0.142
-0.288 1.789 -0.412
1.138 0.125 2.606
-0.525 1.787 0.118
-0.102 -0.415 0.298
0.727 1.752 -0.578
0.402 -1.069 -1.384
0.932 -2.083 -0.790

=====

(3)
Formula: C4H3I
Source: the Open Molecules 2025 dataset
Level of theory: the ωB97M-V functional and the def2-TZVPD basis

LUMO level (alpha / beta) = -0.2 / -3.1 eV
Calculated total energy = -451.65229 hartree
Energy above the lowest of the compared OMol25 structures with the same formula, charge and spin = 4.414 eV
E_HOMO (alpha / beta) = -8.78 / -8.01 eV

Atoms and positions in Å:
C -0.68548 -0.35504 -0.60705
C -0.11443 0.87032 -0.59782
C -0.42189 -0.25661 0.75241
C -0.51630 1.19519 0.74602
I 3.24768 -1.54806 -1.57283
H -1.22859 -1.05917 -1.34904
H 0.16920 -0.93989 1.34577
H -0.45020 2.09326 1.28255

Force components x, y, z for each atom (eV/Å):
-2.917 -3.685 -2.836
1.097 2.186 -0.545
-0.371 1.068 1.416
0.244 -1.669 -0.791
-0.129 0.066 0.033
1.600 1.300 1.469
0.273 0.125 0.219
0.204 0.608 1.036

=====

(4)
Formula: C4H3I
Source: the Open Molecules 2025 dataset
Level of theory: the ωB97M-V functional and the def2-TZVPD basis

LUMO level = 0.2 eV
Calculated total energy = -451.72468 hartree
Energy above the lowest of the compared OMol25 structures with the same formula, charge and spin = 2.444 eV
E_HOMO = -9.34 eV

Atoms and positions in Å:
C 0.33720 -1.06735 -0.78280
C -0.84329 -0.34132 -0.55578
C 1.07174 0.33425 0.11524
C -0.31333 0.11956 0.60190
I -2.90555 -0.44554 -1.14439
H 1.99046 0.12457 0.76542
H 1.28103 1.16106 -0.65648
H -0.61825 0.11477 1.65690

Force components x, y, z for each atom (eV/Å):
-0.342 2.268 1.139
-1.748 -1.347 -1.366
0.634 -0.478 -0.669
2.452 1.291 0.721
1.266 -0.098 0.232
-1.516 0.216 -0.812
-0.612 -1.505 1.328
-0.134 -0.348 -0.573

=====

(5)
Formula: C4H3LiNdO
Source: the Open Molecules 2025 dataset
Level of theory: the ωB97M-V functional and the def2-TZVPD basis

Charge = +2
LUMO level (alpha / beta) = -9.5 / -9.5 eV
Calculated total energy = -797.58116 hartree
Energy above the lowest of the compared OMol25 structures with the same formula, charge and spin = 0.360 eV
E_HOMO (alpha / beta) = -16.33 / -16.72 eV
⟨S²⟩ = 6.0033
Multiplicity = 5

Atoms and positions in Å:
C -0.38626 -1.58183 1.69683
C -0.94648 -2.64506 1.44436
H -1.36623 -3.61368 1.21436
Li -1.09004 -0.51677 -0.73600
O 0.75965 2.28394 0.35432
C 0.82173 1.85965 -0.79741
C 0.43411 0.83063 -1.57889
Nd 0.49159 0.83905 2.47902
H 0.14518 2.28472 -1.88296
H 1.13674 0.25935 -2.19362

Force components x, y, z for each atom (eV/Å):
-0.151 1.256 -0.674
0.264 0.352 -0.302
0.104 0.308 0.249
-0.339 -0.824 0.409
0.935 0.461 -2.796
-2.179 -2.672 3.598
1.418 2.592 0.264
-0.106 -0.913 0.446
0.249 -1.205 -0.449
-0.195 0.643 -0.745

=====

(6)
Formula: C4H3LiO2Tl
Source: the Open Molecules 2025 dataset
Level of theory: the ωB97M-V functional and the def2-TZVPD basis

Charge = +2
LUMO level (alpha / beta) = -7.7 / -9.0 eV
Calculated total energy = -483.94134 hartree
E_HOMO (alpha / beta) = -17.41 / -17.20 eV
⟨S²⟩ = 0.7581
Multiplicity = 2

Atoms and positions in Å:
O 0.82267 -0.62032 -0.38805
C 0.46890 -0.57951 -1.68900
C -0.51552 0.32287 -1.56058
Li 2.09277 -1.24535 1.79061
Tl -2.70904 -0.76147 -0.73563
H 0.82553 -1.30719 -2.41124
C -0.66760 1.19516 -0.07758
C 0.13735 0.43169 0.62713
O 0.67425 0.10935 1.79777
H -1.27086 2.07983 0.08699
H 0.14155 0.37495 2.55958

Force components x, y, z for each atom (eV/Å):
1.944 -0.665 4.784
-2.286 2.184 2.284
-1.462 3.347 -0.068
0.190 -0.066 -0.232
-1.006 -0.560 -0.132
0.111 0.308 0.130
0.897 -2.211 -3.290
1.586 -2.531 -3.870
0.144 0.135 0.243
0.085 -0.205 -0.004
-0.203 0.264 0.155

=====

> Which of these has the highest calculated total energy?

number 3